No. 1
{
  "formula": "C18H36N2O30S6",
  "method": "ωB97M-V/def2-TZVPD",
  "elements": ["C", "N", "O", "O", "H", "H", "H", "C", "N", "O", "O", "H", "H", "H", "O", "C", "O", "C", "C", "C", "H", "H", "H", "H", "H", "H", "C", "C", "O", "S", "O", "O", "O", "H", "H", "H", "H", "C", "C", "O", "S", "O", "O", "O", "H", "H", "H", "H", "C", "C", "O", "S", "O", "O", "O", "H", "H", "H", "H", "C", "C", "O", "S", "O", "O", "O", "H", "H", "H", "H", "C", "C", "O", "S", "O", "O", "O", "H", "H", "H", "H", "C", "C", "O", "S", "O", "O", "O", "H", "H", "H", "H"],
  "coordinates": [[0.580, -14.514, -1.386], [-0.479, -14.407, -2.439], [-0.979, -15.441, -2.816], [-0.814, -13.300, -2.744], [0.119, -13.988, -0.553], [1.477, -13.993, -1.700], [0.725, -15.542, -1.076], [0.239, -12.449, 1.961], [-0.113, -11.292, 1.079], [0.108, -11.385, -0.108], [-0.500, -10.299, 1.650], [-0.683, -13.013, 2.090], [0.639, -12.110, 2.908], [0.981, -13.037, 1.425], [3.310, -13.401, 0.170], [3.974, -14.390, 0.010], [5.192, -14.302, -0.547], [5.762, -15.591, -0.824], [4.829, -16.636, -0.186], [3.620, -15.815, 0.271], [6.788, -15.644, -0.462], [5.830, -15.798, -1.888], [5.164, -17.262, 0.634], [4.467, -17.221, -1.030], [3.330, -16.048, 1.294], [2.773, -16.122, -0.346], [7.218, -17.572, 3.158], [8.347, -17.009, 2.282], [8.054, -15.604, 2.223], [7.111, -15.142, 3.468], [5.846, -14.770, 2.884], [7.780, -14.263, 4.362], [7.032, -16.598, 4.164], [7.522, -18.546, 3.528], [6.291, -17.666, 2.590], [8.254, -17.459, 1.297], [9.321, -17.187, 2.730], [4.924, -21.388, 0.177], [6.050, -22.109, -0.639], [6.578, -21.127, -1.498], [6.630, -19.737, -0.658], [6.710, -18.629, -1.541], [7.547, -19.836, 0.449], [5.155, -19.976, -0.054], [4.969, -21.571, 1.247], [3.937, -21.591, -0.231], [5.632, -22.938, -1.199], [6.799, -22.434, 0.083], [3.881, -11.317, -2.244], [2.591, -10.608, -1.819], [2.800, -9.266, -2.234], [4.050, -9.089, -3.267], [5.217, -8.605, -2.596], [3.627, -8.424, -4.454], [4.165, -10.697, -3.470], [3.817, -12.395, -2.373], [4.685, -11.151, -1.520], [2.473, -10.646, -0.739], [1.733, -11.053, -2.324], [2.390, -18.796, 1.634], [1.759, -19.977, 2.432], [2.813, -20.448, 3.263], [3.765, -19.191, 3.679], [5.090, -19.701, 3.844], [3.163, -18.360, 4.669], [3.663, -18.566, 2.205], [1.888, -17.825, 1.685], [2.464, -18.987, 0.560], [1.383, -20.748, 1.769], [0.957, -19.582, 3.058], [5.103, -10.188, 2.613], [4.237, -11.406, 2.302], [2.974, -11.156, 2.907], [2.694, -9.555, 2.900], [1.870, -9.188, 3.989], [2.362, -9.180, 1.562], [4.264, -9.191, 3.204], [5.624, -9.763, 1.756], [5.886, -10.407, 3.341], [4.603, -12.345, 2.712], [4.093, -11.549, 1.228], [4.436, -16.047, -4.367], [4.582, -16.206, -5.882], [3.327, -15.730, -6.360], [2.981, -14.393, -5.541], [1.600, -14.018, -5.573], [3.936, -13.376, -5.849], [3.364, -15.139, -4.141], [5.360, -15.725, -3.885], [4.232, -16.993, -3.863], [4.810, -17.241, -6.128], [5.364, -15.608, -6.347]],
  "mulliken_charge": [-0.49, 1.03, -0.62, -0.55, 0.14, 0.04, 0.36, -0.53, 1.02, -0.53, -0.54, 0.36, 0.28, -0.07, -0.33, 0.34, -0.41, -0.03, 1.33, 0.46, 0.29, -0.38, -1.46, 0.31, 0.16, -0.22, 0.57, -0.27, -0.33, 0.97, -0.36, -0.60, -0.41, 0.52, -0.70, 0.20, 0.38, -0.34, -0.46, -0.36, 1.06, -0.51, -0.61, -0.10, 0.24, 0.31, 0.36, 0.31, -0.01, 0.59, -0.36, 1.08, -0.56, -0.55, -0.28, -0.10, 0.25, -0.35, 0.26, -0.45, -0.47, -0.36, 1.21, -0.55, -0.59, 0.17, 0.29, 0.24, 0.33, 0.33, -0.27, 0.60, -0.31, 1.09, -0.58, -0.45, -0.38, 0.29, 0.28, 0.21, -0.49, -0.13, -0.43, -0.36, 1.05, -0.53, -0.54, -0.17, 0.18, 0.30, 0.36, 0.29],
  "charge": 0,
  "homo_lumo_gap_ev": 9.775,
  "e_homo_ev": -10.45
}

---

No. 2
{
  "formula": "C8H19B3FNO11S2",
  "method": "ωB97M-V/def2-TZVPD",
  "elements": ["C", "C", "N", "B", "O", "B", "O", "B", "C", "C", "F", "O", "H", "H", "H", "H", "H", "H", "H", "H", "H", "H", "H", "C", "C", "O", "S", "O", "O", "O", "H", "H", "H", "H", "C", "C", "O", "S", "O", "O", "O", "H", "H", "H", "H"],
  "coordinates": [[1.441, -1.952, 1.237], [1.720, -0.557, 0.616], [1.058, 0.569, 1.293], [-0.319, 0.751, 0.943], [-0.852, 2.049, 0.974], [-2.110, 1.940, 1.509], [-2.321, 0.840, 2.366], [-2.246, -0.292, 1.541], [-3.275, -1.483, 1.633], [-4.107, -1.496, 0.325], [-5.388, -0.992, 0.560], [-1.218, -0.291, 0.616], [1.146, -1.923, 2.289], [2.368, -2.533, 1.158], [0.700, -2.477, 0.630], [1.465, -0.558, -0.442], [2.802, -0.391, 0.662], [1.219, 0.562, 2.293], [-2.979, 2.714, 1.273], [-3.968, -1.343, 2.466], [-2.711, -2.415, 1.747], [-4.208, -2.498, -0.099], [-3.647, -0.817, -0.402], [2.357, 6.172, -0.006], [2.733, 5.729, 1.392], [2.023, 4.503, 1.585], [1.895, 3.724, 0.184], [2.930, 2.759, 0.101], [0.532, 3.401, -0.017], [2.300, 4.965, -0.768], [1.368, 6.636, -0.024], [3.085, 6.856, -0.435], [2.452, 6.454, 2.151], [3.803, 5.520, 1.468], [-0.444, -4.245, -3.827], [-1.078, -4.109, -2.459], [0.007, -4.294, -1.543], [1.360, -3.721, -2.190], [1.571, -2.410, -1.695], [2.352, -4.729, -2.120], [0.832, -3.608, -3.700], [-0.280, -5.292, -4.089], [-1.030, -3.765, -4.607], [-1.855, -4.848, -2.282], [-1.486, -3.107, -2.306]],
  "nbo_charge": [-0.63, -0.22, -0.92, 1.29, -0.87, 0.98, -0.89, 1.13, -0.81, 0.08, -0.37, -0.91, 0.20, 0.21, 0.21, 0.21, 0.19, 0.39, -0.10, 0.26, 0.24, 0.16, 0.16, -0.10, -0.10, -0.69, 2.55, -0.89, -0.88, -0.69, 0.19, 0.21, 0.21, 0.19, -0.10, -0.10, -0.69, 2.55, -0.91, -0.89, -0.68, 0.19, 0.21, 0.21, 0.20],
  "charge": 0,
  "homo_lumo_gap_ev": 9.450,
  "e_homo_ev": -8.98
}

---

No. 3
{
  "formula": "C3H9NOSi",
  "method": "ωB97M-V/def2-TZVPD",
  "elements": ["C", "C", "Si", "C", "N", "O", "H", "H", "H", "H", "H", "H", "H", "H", "H"],
  "coordinates": [[0.105, 1.787, -1.134], [-0.492, 0.872, -0.070], [0.530, -0.723, 0.219], [0.110, -1.480, 1.971], [0.621, -1.903, -1.366], [1.803, -1.302, -0.638], [0.956, 2.324, -0.749], [0.513, 1.397, -2.028], [-0.747, 2.436, -1.396], [-1.523, 0.750, 0.028], [-0.214, 1.487, 0.861], [0.956, -1.634, 2.642], [-0.531, -0.742, 2.264], [-0.465, -2.405, 1.980], [0.730, -2.658, -2.127]],
  "nbo_charge": [-0.61, -0.88, 1.98, -1.10, -0.84, -0.80, 0.21, 0.23, 0.21, 0.25, 0.23, 0.25, 0.22, 0.26, 0.41],
  "smiles": "CC[Si@@]1(C)NO1",
  "e_above_lowest_kcal_mol": 83.01,
  "charge": 0,
  "homo_lumo_gap_ev": 7.535,
  "e_homo_ev": -7.32
}

---

No. 4
{
  "formula": "C11H14N2O",
  "method": "ωB97M-V/def2-TZVPD",
  "elements": ["C", "C", "C", "C", "N", "N", "H", "H", "H", "H", "H", "H", "C", "C", "C", "C", "C", "C", "C", "O", "H", "H", "H", "H", "H", "H", "H", "H"],
  "coordinates": [[0.288, -1.674, 1.510], [-3.177, -1.129, 1.611], [-1.147, -1.591, 1.241], [-1.796, -1.419, -0.030], [-2.052, -1.381, 2.219], [-3.044, -1.110, 0.222], [-4.144, -1.064, 2.090], [-3.788, -0.913, -0.434], [-1.329, -1.499, -0.996], [0.729, -1.019, 0.745], [0.597, -2.721, 1.445], [0.514, -1.226, 2.473], [3.220, -0.090, -0.035], [-0.003, 0.806, -1.936], [1.182, 0.172, -1.518], [-0.429, 1.893, -1.206], [1.970, 0.604, -0.480], [0.350, 2.354, -0.133], [1.515, 1.727, 0.244], [-1.551, 2.627, -1.446], [-0.441, 0.366, -2.833], [1.479, -0.720, -2.048], [-1.836, 2.519, -2.365], [0.030, 3.226, 0.438], [3.911, 0.561, 0.485], [3.757, -0.543, -0.860], [2.183, 2.184, 0.972], [3.011, -0.938, 0.624]],
  "mulliken_spin": [0.06, 0.28, 0.31, 0.32, -0.08, 0.00, 0.01, 0.00, 0.02, 0.00, 0.04, 0.00, 0.00, 0.00, 0.00, 0.02, 0.00, 0.00, 0.01, 0.01, 0.00, 0.00, 0.00, 0.00, 0.00, 0.00, 0.00, 0.00],
  "e_above_lowest_kcal_mol": 32.01,
  "charge": 1,
  "multiplicity": 2,
  "homo_lumo_gap_ev": [8.419, 4.280],
  "s_squared": 0.761,
  "e_homo_ev": [-11.73, -11.64]
}